Entry 1:
{
  "formula": "C6H18F4HfO6",
  "method": "ωB97M-V/def2-TZVPD",
  "orbital_gap_ev": [9.68, 3.63],
  "multiplicity": 2,
  "total_charge": 1,
  "s2": 0.7653,
  "max_force_ev_per_a": 3.9,
  "symbols": ["H", "O", "F", "H", "F", "H", "O", "O", "H", "H", "C", "C", "F", "O", "H", "F", "H", "Hf", "H", "H", "C", "H", "H", "O", "H", "H", "C", "H", "H", "O", "H", "C", "H", "H", "C"],
  "xyz": [[-15.91, 3.78, -12.57], [-16.76, 1.64, -17.63], [-18.62, 2.75, -14.03], [-18.28, 1.79, -18.96], [-20.78, 3.93, -15.63], [-22.85, 6.75, -13.51], [-17.72, 4.77, -12.14], [-17.70, 3.97, -16.45], [-15.86, 5.40, -15.13], [-16.87, 3.49, -16.48], [-15.80, 5.81, -13.18], [-18.31, 3.56, -17.66], [-18.69, 7.19, -13.33], [-20.43, 4.47, -12.51], [-19.39, 3.69, -17.55], [-19.06, 6.51, -16.30], [-16.73, 0.68, -17.72], [-19.00, 5.04, -14.44], [-16.08, 6.84, -12.93], [-18.68, 1.41, -17.21], [-22.06, 5.99, -13.58], [-21.05, 6.26, -11.66], [-15.93, 4.94, -11.19], [-16.53, 5.48, -14.45], [-14.73, 5.75, -13.39], [-22.25, 5.06, -11.65], [-16.23, 4.76, -12.22], [-18.03, 4.17, -18.52], [-21.51, 6.82, -15.23], [-21.05, 6.43, -14.48], [-20.48, 3.84, -11.79], [-21.43, 5.44, -12.26], [-22.64, 5.17, -14.01], [-17.91, 4.65, -11.20], [-18.08, 2.00, -17.91]]
}

***

Entry 2:
{
  "formula": "C6H18N5",
  "method": "ωB97M-V/def2-TZVPD",
  "relative_energy_ev": 2.734,
  "orbital_gap_ev": [7.37, 7.37],
  "total_charge": 1,
  "max_force_ev_per_a": 4.2,
  "symbols": ["H", "H", "N", "C", "N", "H", "H", "C", "H", "H", "H", "C", "H", "N", "H", "H", "H", "H", "C", "H", "H", "H", "N", "H", "C", "C", "H", "N", "H"],
  "xyz": [[-0.87, 1.21, 0.13], [0.01, -1.15, -0.29], [0.42, 1.74, 1.15], [2.23, 0.01, 0.79], [-3.50, 1.36, -0.68], [-3.19, 2.27, -0.17], [-4.45, 1.08, -0.82], [2.22, 0.31, -0.76], [1.99, -1.13, 0.90], [-3.93, -0.83, -1.66], [0.95, 2.35, 0.60], [-0.67, -0.85, 0.45], [2.41, -1.24, -2.31], [-1.13, -1.82, 1.41], [2.86, 1.30, -0.95], [3.88, -0.20, -2.24], [1.21, 0.47, -0.96], [-2.57, -1.67, -1.17], [-2.69, 0.33, -0.53], [0.98, 0.19, 2.62], [0.05, 2.23, 2.02], [3.21, 0.31, 1.06], [-1.48, 0.28, 0.03], [3.38, -1.52, -1.02], [1.03, 0.57, 1.50], [3.04, -0.75, -1.63], [-1.87, -1.64, 2.00], [-3.11, -0.78, -1.16], [-0.39, -2.41, 1.71]]
}

***

Entry 3:
{
  "formula": "C6H18N6O12",
  "method": "ωB97M-V/def2-TZVPD",
  "relative_energy_ev": 0.803,
  "orbital_gap_ev": 10.28,
  "smiles": "C[N+](=O)[O-].C[N+](=O)[O-].C[N+](=O)[O-].C[N+](=O)[O-].C[N+](=O)[O-].C[N+](=O)[O-]",
  "max_force_ev_per_a": 3.1,
  "symbols": ["H", "C", "C", "H", "H", "N", "C", "N", "O", "C", "O", "O", "O", "O", "H", "H", "O", "N", "O", "H", "O", "C", "H", "N", "H", "H", "O", "H", "H", "N", "H", "O", "C", "N", "H", "O", "O", "H", "H", "H", "H", "H"],
  "xyz": [[1.45, 1.58, -3.52], [-1.32, -2.35, -4.88], [2.49, 2.82, 0.79], [0.72, -1.08, 5.18], [-1.16, 0.78, -1.37], [1.31, 2.38, 1.54], [-2.75, 1.96, 2.78], [0.50, 0.70, -5.02], [0.25, 2.59, 0.95], [-0.87, -0.09, -0.78], [0.57, 0.35, -6.19], [1.48, 1.92, 2.64], [1.28, 0.36, -1.34], [-2.87, -0.18, 1.81], [2.27, 3.81, 0.42], [-2.28, -2.75, -4.65], [1.03, -0.56, 0.58], [-0.32, -2.48, -3.78], [-0.57, -3.16, -2.81], [-0.62, -1.83, 6.14], [0.88, -3.03, 7.38], [1.72, 0.93, -4.27], [3.30, 2.92, 1.52], [0.58, -0.14, -0.48], [2.66, 2.05, 0.04], [2.08, -0.12, -4.05], [0.78, -1.86, -3.91], [-3.57, 2.14, 2.19], [-0.13, -2.38, 4.50], [1.19, -2.77, 6.24], [2.38, 1.40, -4.93], [-2.15, 0.11, 3.84], [0.20, -1.97, 5.44], [-2.58, 0.48, 2.76], [-1.02, -1.00, -1.44], [2.31, -2.99, 5.79], [-0.57, 0.91, -4.49], [-1.51, -1.31, -5.09], [-1.87, 2.45, 2.28], [-1.41, -0.15, 0.14], [-2.92, 2.33, 3.81], [-0.93, -2.78, -5.80]]
}

***

Repeat the second record exactly.
{
  "formula": "C6H18N5",
  "method": "ωB97M-V/def2-TZVPD",
  "relative_energy_ev": 2.734,
  "orbital_gap_ev": [7.37, 7.37],
  "total_charge": 1,
  "max_force_ev_per_a": 4.2,
  "symbols": ["H", "H", "N", "C", "N", "H", "H", "C", "H", "H", "H", "C", "H", "N", "H", "H", "H", "H", "C", "H", "H", "H", "N", "H", "C", "C", "H", "N", "H"],
  "xyz": [[-0.87, 1.21, 0.13], [0.01, -1.15, -0.29], [0.42, 1.74, 1.15], [2.23, 0.01, 0.79], [-3.50, 1.36, -0.68], [-3.19, 2.27, -0.17], [-4.45, 1.08, -0.82], [2.22, 0.31, -0.76], [1.99, -1.13, 0.90], [-3.93, -0.83, -1.66], [0.95, 2.35, 0.60], [-0.67, -0.85, 0.45], [2.41, -1.24, -2.31], [-1.13, -1.82, 1.41], [2.86, 1.30, -0.95], [3.88, -0.20, -2.24], [1.21, 0.47, -0.96], [-2.57, -1.67, -1.17], [-2.69, 0.33, -0.53], [0.98, 0.19, 2.62], [0.05, 2.23, 2.02], [3.21, 0.31, 1.06], [-1.48, 0.28, 0.03], [3.38, -1.52, -1.02], [1.03, 0.57, 1.50], [3.04, -0.75, -1.63], [-1.87, -1.64, 2.00], [-3.11, -0.78, -1.16], [-0.39, -2.41, 1.71]]
}

***

Q: Which formula does entry 2 have?
A: C6H18N5